Record 1
{"formula": "C32H38FeN9O3S2", "method": "the ωB97M-V functional and the def2-TZVPD basis", "homo_lumo_gap_ev": [7.1, 7.1], "homo_ev": [-4.5834, -4.5819], "charge": -1, "symbols": ["Fe", "C", "C", "N", "C", "C", "C", "S", "N", "C", "O", "C", "C", "C", "C", "C", "C", "H", "H", "H", "H", "H", "H", "H", "H", "H", "H", "H", "H", "H", "H", "H", "N", "C", "C", "C", "C", "C", "C", "S", "O", "O", "N", "C", "N", "C", "C", "C", "N", "H", "H", "H", "H", "H", "H", "H", "H", "H", "N", "C", "C", "N", "C", "C", "N", "H", "H", "H", "H", "H", "C", "C", "C", "C", "C", "C", "H", "H", "H", "H", "H", "H", "H", "H", "H"], "xyz": [[1.407, -0.301, -0.973], [3.677, 2.356, 3.615], [2.385, 2.662, 2.869], [1.411, 1.589, 2.963], [0.490, 1.645, 4.094], [-0.820, 2.341, 3.758], [1.317, 0.593, 2.048], [2.570, 0.434, 0.875], [0.281, -0.220, 2.235], [-0.088, -1.185, 1.392], [0.204, -1.346, 0.196], [-1.056, -2.188, 1.965], [-1.373, -3.317, 1.218], [-2.236, -4.275, 1.728], [-2.806, -4.104, 2.983], [-2.508, -2.967, 3.725], [-1.632, -2.017, 3.219], [4.366, 3.201, 3.553], [4.156, 1.482, 3.174], [3.482, 2.152, 4.670], [2.593, 2.843, 1.816], [1.915, 3.561, 3.278], [1.005, 2.173, 4.901], [0.298, 0.627, 4.427], [-0.643, 3.366, 3.429], [-1.476, 2.371, 4.631], [-1.322, 1.803, 2.954], [-0.942, -3.424, 0.231], [-2.471, -5.151, 1.135], [-3.481, -4.851, 3.382], [-2.955, -2.824, 4.702], [-1.383, -1.129, 3.785], [-5.050, -2.858, 0.111], [-3.992, -2.567, -0.767], [-3.540, -3.519, -1.676], [-2.495, -3.222, -2.541], [-1.911, -1.967, -2.504], [-2.359, -1.003, -1.606], [-3.396, -1.306, -0.746], [-0.550, -1.573, -3.558], [-0.426, -2.632, -4.526], [-0.747, -0.230, -4.027], [0.704, -1.519, -2.544], [1.440, -2.571, -2.142], [1.340, -3.853, -2.523], [2.234, -4.679, -1.997], [3.218, -4.305, -1.094], [3.213, -2.970, -0.711], [2.351, -2.121, -1.225], [-5.129, -3.845, 0.310], [-4.982, -2.344, 0.978], [-4.001, -4.500, -1.697], [-2.122, -3.956, -3.244], [-1.867, -0.037, -1.566], [-3.734, -0.565, -0.029], [2.152, -5.717, -2.312], [3.921, -5.016, -0.687], [3.891, -2.572, 0.037], [3.825, 4.079, -2.689], [3.644, 2.722, -2.891], [2.812, 1.987, -2.037], [2.600, 0.696, -2.229], [3.190, 0.129, -3.295], [4.000, 0.870, -4.124], [4.249, 2.168, -3.930], [3.669, 4.412, -1.753], [4.639, 4.457, -3.145], [2.296, 2.442, -1.202], [2.990, -0.914, -3.479], [4.471, 0.406, -4.982], [-2.790, 2.873, 0.073], [-1.523, 3.311, -0.677], [-1.910, 3.789, -2.083], [-0.862, 4.466, 0.085], [-0.594, 2.171, -0.775], [0.175, 1.228, -0.856], [-3.495, 3.706, 0.165], [-2.532, 2.519, 1.073], [-3.285, 2.058, -0.459], [-2.616, 4.625, -2.026], [-2.368, 2.976, -2.646], [-1.024, 4.116, -2.629], [-1.546, 5.317, 0.170], [0.040, 4.795, -0.435], [-0.577, 4.142, 1.086]], "mulliken_charge": [0.08, -1.23, -0.83, 0.55, -0.90, -0.74, 0.17, -0.74, -0.04, -0.49, -0.22, 0.59, -0.12, -0.82, -0.49, -0.74, -0.18, 0.42, 0.26, 0.32, 0.31, 0.51, 0.48, 0.44, 0.30, 0.44, -0.09, 0.36, 0.42, 0.38, 0.41, 0.33, -0.62, 0.27, -0.60, -0.31, -0.69, -0.12, -0.20, 1.23, -0.75, -0.70, -0.21, 0.83, -0.70, -0.40, -0.84, -0.16, 0.18, 0.27, 0.27, 0.33, 0.50, 0.22, 0.30, 0.43, 0.39, 0.46, -0.51, 0.29, 0.14, 0.72, -0.21, -0.65, -0.69, 0.24, 0.27, -0.14, 0.33, 0.38, -1.27, 2.11, -1.88, -1.49, 0.61, -0.38, 0.45, 0.04, 0.22, 0.43, 0.33, 0.33, 0.44, 0.30, 0.06]}

Record 2
{"formula": "C32H38N2O3S2Sn", "method": "the ωB97M-V functional and the def2-TZVPD basis", "homo_lumo_gap_ev": [5.8, 5.6], "homo_ev": [-19.2586, -19.1850], "charge": 4, "symbols": ["Sn", "S", "C", "C", "C", "C", "C", "C", "N", "C", "C", "C", "C", "C", "C", "C", "C", "N", "C", "C", "C", "C", "C", "S", "C", "H", "H", "H", "H", "H", "H", "H", "H", "H", "H", "H", "H", "C", "C", "C", "O", "C", "H", "H", "H", "H", "H", "H", "H", "H", "C", "C", "O", "C", "C", "H", "H", "H", "H", "H", "H", "H", "H", "H", "H", "C", "C", "C", "O", "C", "H", "H", "H", "H", "H", "H", "H", "H"], "xyz": [[-0.609, -0.068, -0.768], [-3.237, -0.055, 4.522], [-3.832, 0.014, 6.085], [-2.827, 0.059, 7.055], [-1.553, 0.045, 6.514], [-1.551, -0.013, 5.117], [-0.469, -0.020, 4.201], [-0.726, -0.109, 2.795], [0.189, -0.108, 1.868], [1.500, -0.038, 2.234], [1.877, 0.065, 3.611], [3.260, 0.152, 3.961], [4.222, 0.093, 3.010], [3.882, -0.036, 1.627], [4.861, -0.095, 0.641], [4.495, -0.166, -0.711], [3.088, -0.216, -0.985], [2.151, -0.168, -0.078], [2.507, -0.079, 1.236], [5.461, -0.138, -1.747], [5.282, -0.116, -3.135], [6.470, -0.010, -3.831], [7.595, 0.047, -2.988], [7.215, -0.040, -1.367], [0.878, 0.077, 4.581], [-4.893, 0.020, 6.262], [-3.047, 0.101, 8.108], [-0.666, 0.072, 7.123], [-1.753, -0.193, 2.454], [3.520, 0.263, 5.003], [5.264, 0.151, 3.280], [5.904, -0.071, 0.924], [2.756, -0.293, -2.012], [4.325, -0.172, -3.622], [6.555, 0.032, -4.904], [8.620, 0.139, -3.317], [1.161, 0.160, 5.620], [-3.789, -3.769, 0.095], [-2.578, -4.359, -0.621], [-1.460, -3.477, -0.094], [-2.026, -2.150, -0.057], [-3.442, -2.283, 0.226], [-3.911, -4.233, 1.076], [-4.715, -3.932, -0.450], [-2.680, -4.246, -1.702], [-2.423, -5.411, -0.399], [-0.573, -3.442, -0.732], [-1.175, -3.773, 0.922], [-3.980, -1.667, -0.503], [-3.638, -1.902, 1.235], [-2.549, -0.909, -3.774], [-1.090, -1.088, -4.151], [-0.317, -0.078, -3.477], [0.807, 0.395, -4.223], [1.311, 1.680, -3.588], [-3.140, -1.731, -4.169], [-2.931, 0.022, -4.188], [-2.660, -0.882, -2.678], [-0.967, -0.988, -5.235], [-0.710, -2.077, -3.856], [0.513, 0.588, -5.260], [1.583, -0.386, -4.233], [0.635, 2.502, -3.806], [2.283, 1.940, -3.995], [1.384, 1.562, -2.497], [-2.901, 4.251, -1.318], [-3.405, 3.905, 0.077], [-2.396, 2.858, 0.539], [-1.962, 2.157, -0.654], [-2.363, 2.920, -1.821], [-2.103, 4.996, -1.265], [-3.682, 4.652, -1.960], [-4.406, 3.476, 0.022], [-3.436, 4.765, 0.741], [-2.826, 2.123, 1.225], [-1.521, 3.327, 1.001], [-3.143, 2.355, -2.342], [-1.494, 3.022, -2.476]], "mulliken_charge": [1.41, 0.05, -0.21, -0.53, -0.53, 0.54, 0.71, -0.41, 0.39, -0.43, 0.89, -1.18, -1.24, 0.73, -0.17, 0.69, -0.71, 0.05, -0.88, 0.32, -0.30, -0.48, -0.21, -0.04, -0.37, 0.49, 0.48, 0.46, 0.02, 0.52, 0.51, 0.53, 0.45, 0.46, 0.47, 0.50, 0.53, -0.66, -0.61, -0.53, 0.01, -0.40, 0.33, 0.34, 0.27, 0.41, 0.36, 0.27, 0.37, 0.07, -0.71, -0.36, -0.29, -0.35, -1.01, 0.45, 0.28, -0.12, 0.40, 0.22, 0.47, 0.29, 0.31, 0.39, 0.10, -0.66, -0.64, -0.38, -0.11, -0.27, 0.28, 0.39, 0.30, 0.39, 0.20, 0.31, 0.29, 0.08]}

Record 3
{"formula": "C32H38N7PbSSb2Se", "method": "the ωB97M-V functional and the def2-TZVPD basis", "homo_lumo_gap_ev": [4.8, 4.5], "homo_ev": [-15.3135, -15.3261], "charge": 3, "symbols": ["Pb", "C", "N", "C", "C", "N", "C", "S", "C", "C", "C", "C", "C", "N", "H", "H", "H", "H", "H", "H", "H", "H", "H", "N", "C", "C", "C", "C", "C", "N", "C", "C", "C", "C", "C", "N", "H", "H", "H", "H", "H", "H", "H", "H", "H", "C", "Sb", "C", "C", "C", "C", "C", "C", "C", "C", "C", "Sb", "C", "C", "H", "H", "H", "H", "H", "H", "H", "H", "H", "H", "H", "H", "H", "H", "H", "H", "H", "H", "H", "H", "Se", "C", "N"], "xyz": [[-1.151, 0.153, 0.487], [1.495, 0.548, 5.043], [0.245, -0.169, 4.885], [-0.242, -1.220, 5.690], [-1.472, -1.455, 5.256], [-1.745, -0.651, 4.132], [-0.718, 0.226, 3.974], [-0.605, 1.555, 2.936], [-2.960, -0.691, 3.406], [-4.153, -0.937, 4.098], [-5.283, -1.332, 3.370], [-5.240, -1.502, 1.969], [-4.091, -1.014, 1.361], [-2.987, -0.590, 2.061], [1.337, 1.557, 5.527], [2.017, 0.730, 4.066], [2.213, -0.084, 5.555], [0.280, -1.639, 6.553], [-2.134, -2.270, 5.460], [-4.319, -0.675, 5.124], [-6.191, -1.683, 3.925], [-6.072, -1.994, 1.392], [-4.070, -0.943, 0.267], [-3.910, 0.479, -2.208], [-3.887, 1.574, -1.333], [-4.965, 2.470, -1.442], [-5.021, 3.612, -0.657], [-3.932, 3.763, 0.232], [-2.928, 2.827, 0.343], [-2.899, 1.732, -0.380], [-2.919, -0.448, -2.600], [-2.823, -0.877, -3.927], [-1.986, -1.961, -4.223], [-1.297, -2.590, -3.198], [-1.407, -2.059, -1.906], [-2.235, -1.035, -1.639], [-4.497, 0.633, -3.031], [-5.731, 2.261, -2.233], [-5.909, 4.301, -0.664], [-3.859, 4.637, 0.860], [-2.086, 3.020, 1.006], [-3.481, -0.448, -4.685], [-1.911, -2.387, -5.252], [-0.743, -3.517, -3.382], [-0.854, -2.490, -1.087], [3.163, -3.829, 0.445], [2.485, -1.950, -0.377], [3.049, -0.600, 1.257], [4.447, -1.768, -1.470], [4.848, -0.366, -1.579], [6.003, 0.034, -0.881], [6.602, 1.265, -1.147], [5.969, 2.219, -1.925], [4.771, 1.876, -2.514], [4.153, 0.635, -2.346], [2.832, 0.484, -3.023], [1.145, 1.506, -1.956], [0.135, 1.752, -3.817], [1.938, 3.555, -1.840], [2.835, -4.558, -0.331], [2.636, -4.043, 1.409], [4.255, -3.840, 0.570], [4.055, -0.807, 1.607], [2.251, -0.671, 2.025], [3.031, 0.410, 0.757], [4.295, -2.273, -2.467], [5.139, -2.366, -0.872], [6.455, -0.715, -0.237], [7.565, 1.558, -0.679], [6.430, 3.174, -2.121], [4.302, 2.653, -3.133], [2.454, -0.500, -3.203], [2.784, 0.946, -4.050], [0.724, 2.501, -4.385], [-0.898, 2.139, -3.621], [0.101, 0.764, -4.328], [1.939, 4.072, -2.832], [2.945, 3.501, -1.475], [1.341, 4.190, -1.158], [-1.108, -4.817, 1.777], [-0.221, -3.320, 1.529], [0.280, -2.230, 1.256]], "mulliken_charge": [1.59, -0.80, 0.23, -0.45, -0.55, 0.60, -0.10, -0.40, 0.18, -1.07, -0.28, -0.99, 0.13, 0.38, 0.32, 0.24, 0.37, 0.49, 0.52, 0.54, 0.40, 0.42, 0.21, 0.05, 0.14, -0.56, -0.61, -0.76, -0.27, 0.37, 0.31, -0.95, -0.55, -0.88, -0.06, 0.22, 0.28, 0.41, 0.41, 0.48, 0.38, 0.44, 0.42, 0.47, 0.39, -1.34, 0.62, -0.92, -1.40, 0.83, -0.95, -0.66, -0.66, -0.57, 1.08, -1.76, 0.46, -1.39, -1.32, 0.42, 0.41, 0.46, 0.49, 0.11, 0.29, 0.52, 0.63, 0.43, 0.38, 0.48, 0.58, 0.69, 0.62, 0.51, 0.31, 0.38, 0.38, 0.44, 0.38, 0.21, -0.06, -0.17]}